Below is a structure of composition C26H27N6O2P2Pd, with properties calculated with the ωB97M-V functional and the def2-TZVPD basis.

The calculation puts the LUMO energy at -11.662 eV. For the HOMO-LUMO gap, the calculation gives 5.92 eV. As for the total charge: +3. The calculation puts the energy above the lowest of the compared OMol25 structures with the same formula, charge and spin at 54.12 kcal/mol.

Each line ends with the Mulliken charge.
Positions of all 64 atoms, in Å:
Pd 0.0029 -0.0646 -0.0359  -0.0789
C -4.7963 2.4927 0.3594  -0.8705
N -3.8693 1.3598 0.2495  0.1305
C -4.1831 0.1467 -0.3104  -0.8792
C -3.0633 -0.6197 -0.2463  -0.4886
N -2.0767 0.1128 0.3642  0.5995
C -2.5842 1.3102 0.6325  0.3940
P -1.6285 2.6291 1.4325  -0.3713
C -0.5075 1.5302 2.3666  -0.2480
N 0.2312 0.5174 1.8973  0.5600
C 0.9607 0.0050 2.9347  -0.7254
C 0.6603 0.7257 4.0516  -0.7648
N -0.2524 1.6707 3.6811  0.1355
C -0.8406 2.6705 4.5893  -0.7591
C -0.4964 2.8525 0.0208  0.3955
N 0.3442 1.9118 -0.4042  0.7099
C 1.0542 2.4249 -1.4656  -0.6626
C 0.6382 3.6999 -1.6615  -0.8237
N -0.3294 3.9555 -0.7210  0.1086
C -1.0446 5.2337 -0.5937  -0.8450
H -5.7718 2.1236 0.6632  0.3611
H -4.8827 2.9920 -0.6033  0.3402
H -4.4336 3.1911 1.1091  0.3653
H -5.1639 -0.0721 -0.6983  0.5033
H -2.9252 -1.6339 -0.5688  0.4465
H 1.6537 -0.8101 2.8281  0.6814
H 1.0259 0.6398 5.0610  0.4547
H -0.4574 2.4855 5.5875  0.3226
H -1.9231 2.5737 4.5992  0.3425
H -0.5554 3.6721 4.2773  0.3433
H 1.8200 1.8800 -1.9870  0.5485
H 0.9629 4.4433 -2.3704  0.5176
H -0.3305 6.0481 -0.6771  0.3616
H -1.5317 5.2839 0.3762  0.3563
H -1.7851 5.3167 -1.3860  0.3429
O -0.9229 -0.0864 -4.0694  -0.5018
C -0.2539 -0.2747 -3.1041  0.3281
O -0.6806 0.1151 -1.8903  -0.3403
C 1.1219 -0.9118 -3.1367  -0.8429
P 1.6177 -1.1858 -1.4393  1.6541
C 0.3628 -2.2955 -0.8003  0.1664
C -0.6610 -2.9618 -1.5145  -0.8025
C -1.5087 -3.7960 -0.8361  -0.7849
C -1.4115 -3.9565 0.5689  -0.4966
C -0.4398 -3.3033 1.2862  -1.0919
C 0.4578 -2.4694 0.6045  0.1796
C 3.1576 -2.0668 -1.2798  0.6600
C 3.1272 -3.4555 -1.4822  -0.2485
C 4.3047 -4.1664 -1.3456  -0.8374
C 5.4840 -3.5160 -0.9943  -0.4820
C 5.5024 -2.1445 -0.7724  -0.8148
C 4.3394 -1.4094 -0.9223  -0.3412
H 1.8112 -0.2735 -3.6938  0.5075
H 1.0860 -1.8766 -3.6487  0.5243
H -0.7583 -2.8553 -2.5873  0.3910
H -2.2629 -4.3486 -1.3827  0.5034
H -2.0990 -4.6232 1.0739  0.4930
H -0.3310 -3.4695 2.3493  0.5500
H 1.3359 -2.0911 1.1159  0.7137
H 2.2172 -3.9683 -1.7667  0.3808
H 4.3045 -5.2346 -1.5164  0.4393
H 6.4010 -4.0842 -0.9120  0.4385
H 6.4210 -1.6516 -0.4855  0.4415
H 4.3560 -0.3369 -0.7702  0.4093



Below is the molecule C20H22N2O3, with properties calculated with the ωB97M-V functional and the def2-TZVPD basis.

The calculation puts the LUMO energy at 0.147 eV. For the HOMO-LUMO gap, the calculation gives 8.64 eV. The calculation puts the energy above the lowest of the compared OMol25 structures with the same formula, charge and spin at 4.01 kcal/mol.

Each line ends with the Mulliken charge.
Positions of all 47 atoms, in Å:
C -5.0452 -1.8928 -1.3556  -1.0934
C -5.8437 -0.9727 -0.4409  -0.3797
H -6.7697 -1.4672 -0.1424  0.3917
C -5.0674 -0.6217 0.8313  -0.9734
N -3.8375 0.0871 0.5679  0.2913
C -2.6083 -0.4724 0.7581  0.3584
O -2.3909 -1.6211 1.0734  -0.6791
C -1.6282 0.6130 0.5026  0.1096
C -0.2481 0.5762 0.5332  -0.7361
C 0.4452 1.7499 0.2416  0.9644
C -0.2583 2.9197 -0.0478  -0.7274
C -1.6441 2.9523 -0.0745  -0.9902
C -2.3208 1.7837 0.2074  0.1119
C -3.8027 1.4994 0.2356  -0.2384
O -4.4668 1.8077 -0.9539  -0.5306
H -4.0328 1.3555 -1.6883  0.3839
H -4.3244 2.0870 1.0059  0.3679
H -2.1763 3.8621 -0.3048  0.4713
H 0.3144 3.8129 -0.2475  0.4613
C 1.9428 1.8515 0.2586  0.6209
O 2.4960 2.9068 0.4934  -0.6696
N 2.5689 0.6787 -0.0257  -0.0186
C 3.9381 0.3905 -0.0934  0.5617
C 4.8993 1.3868 0.0473  -0.6338
C 6.2439 1.0758 -0.0232  -0.6018
C 6.6450 -0.2302 -0.2386  -0.6814
C 5.6895 -1.2207 -0.3807  -0.6602
C 4.3333 -0.9378 -0.3146  0.6609
C 3.3401 -2.0649 -0.4319  -0.9963
H 3.8311 -2.9191 -0.9018  0.4303
C 2.8223 -2.4937 0.9444  -0.9772
H 2.0633 -3.2663 0.8435  0.3110
H 2.3932 -1.6540 1.4872  0.3329
H 3.6411 -2.8889 1.5410  0.3591
H 2.5019 -1.7884 -1.0797  0.3688
H 6.0012 -2.2421 -0.5473  0.3485
H 7.6939 -0.4792 -0.2952  0.3821
H 6.9774 1.8596 0.0906  0.3955
H 4.5828 2.4017 0.2178  0.5109
H 1.9697 -0.1062 -0.2325  -0.1071
H 0.2401 -0.3460 0.8120  0.5873
H -5.6911 -0.0068 1.4892  0.3044
H -4.7828 -1.5379 1.3561  0.4094
H -6.1076 -0.0541 -0.9677  0.2868
H -4.1172 -1.4187 -1.6691  0.2367
H -5.6208 -2.1413 -2.2441  0.3691
H -4.7896 -2.8136 -0.8368  0.3060



Below is the molecule C5H6O, with properties calculated with the ωB97M-V functional and the def2-TZVPD basis.

The calculation puts the LUMO energy at 0.937 eV. For the HOMO-LUMO gap, the calculation gives 10.81 eV. The calculation puts the energy above the lowest of the compared OMol25 structures with the same formula, charge and spin at 42.33 kcal/mol.

Each line ends with the Mulliken charge.
Positions of all 12 atoms, in Å:
C -0.1083 1.4243 0.2530  -1.3299
C -0.1417 -0.0869 0.4809  0.5004
C -1.3796 -0.7411 -0.1311  -0.1307
O -2.1709 -0.1597 -0.8281  -0.4563
C 1.0271 -0.7477 -0.1167  -0.8534
C 1.9534 -1.2553 -0.6937  0.2191
H 0.7437 1.8639 0.7788  0.3901
H -0.0097 1.6412 -0.8133  0.3130
H -1.0309 1.8873 0.6131  0.3331
H -0.1658 -0.3133 1.5577  0.2435
H -1.4987 -1.8186 0.1057  0.3467
H 2.7813 -1.6943 -1.2062  0.4243



Below is the molecule C4H11NS2, with properties calculated with the ωB97M-V functional and the def2-TZVPD basis.

The calculation puts the LUMO energy at 0.472 eV. For the HOMO-LUMO gap, the calculation gives 9.06 eV. The calculation puts the energy above the lowest of the compared OMol25 structures with the same formula, charge and spin at 30.13 kcal/mol.

Each line ends with the Mulliken charge.
Positions of all 18 atoms, in Å:
S 2.2437 0.7229 -0.8173  -0.2255
S 0.6664 1.6535 0.1861  -0.0740
C -0.8343 1.3082 -0.7797  -0.6392
C -1.0417 -0.1985 -1.0065  -0.6487
C -1.8133 -0.9978 0.0482  -0.4382
N -1.0762 -1.2946 1.2987  -0.3309
C -1.0295 -2.7266 1.7144  -0.9069
H 2.5216 -0.0007 0.2537  0.1572
H -1.6647 1.7811 -0.2426  0.3442
H -0.9270 1.8243 -1.7431  0.3523
H -1.6560 -0.2338 -1.9188  0.3411
H -0.0615 -0.5971 -1.2515  0.3408
H -2.0895 -1.9112 -0.4852  0.3241
H -2.5776 -0.3115 0.4091  0.2544
H -0.1162 -0.9897 1.2247  0.1989
H -0.8611 -3.3729 0.8591  0.3503
H -0.1534 -2.9367 2.3341  0.3304
H -1.9012 -2.7965 2.3596  0.2697



Below is the molecule C6H6Cl2FP, with properties calculated with the ωB97M-V functional and the def2-TZVPD basis.

The calculation puts the LUMO energy at 0.219 eV. For the HOMO-LUMO gap, the calculation gives 9.09 eV. The calculation puts the energy above the lowest of the compared OMol25 structures with the same formula, charge and spin at 0.00 kcal/mol.

Each line ends with the Mulliken charge.
Positions of all 16 atoms, in Å:
C -2.0073 -0.0591 0.1270  -0.2614
C -1.4495 -0.4460 -1.1479  -0.4000
C -1.2143 0.3169 1.1286  -0.6125
C -0.1305 -0.5618 -1.3236  -0.6882
C 0.2726 0.3819 0.9983  -0.6773
C 0.8237 -0.3805 -0.2044  0.7273
F 1.7611 1.6896 -0.8838  -0.2838
P 2.4554 0.2201 -0.8255  0.2649
Cl 3.4768 0.4597 0.8663  -0.1803
Cl 1.2545 -2.1004 0.3428  -0.1870
H -3.0802 -0.0762 0.2388  0.3677
H -2.1290 -0.6404 -1.9623  0.3959
H -1.6145 0.6393 2.0780  0.3873
H 0.2936 -0.8905 -2.2618  0.3762
H 0.5515 1.4392 0.9154  0.3465
H 0.7360 0.0082 1.9141  0.4249



| no. | HOMO energy (eV) |
| --- | --- |
| 1 | -17.58 |
| 2 | -8.49 |
| 3 | -9.87 |
| 4 | -8.59 |
| 5 | -8.88 |